Record 1
{
  "formula": "C30H30BClN2O4Y",
  "method": "wB97M-V/def2-TZVPD",
  "elements": ["Y", "Cl", "C", "C", "C", "C", "O", "C", "C", "N", "C", "C", "C", "C", "C", "C", "C", "C", "N", "C", "C", "H", "H", "H", "H", "H", "H", "H", "H", "H", "H", "C", "C", "C", "O", "C", "H", "H", "H", "H", "H", "H", "H", "H", "C", "C", "C", "C", "C", "C", "C", "C", "O", "B", "O", "C", "C", "H", "H", "H", "H", "H", "H", "H", "H", "H", "H", "H", "H"],
  "positions_angstrom": [[-0.222, -0.554, 0.325], [4.368, 2.924, -4.474], [3.080, 2.308, -3.484], [1.761, 2.379, -3.932], [0.731, 1.895, -3.148], [0.995, 1.314, -1.915], [-0.008, 0.832, -1.158], [2.318, 1.249, -1.460], [2.729, 0.720, -0.164], [1.974, 0.168, 0.714], [2.504, -0.332, 1.953], [3.794, -0.707, 2.164], [4.221, -1.185, 3.428], [3.334, -1.296, 4.454], [1.973, -0.957, 4.248], [1.001, -1.050, 5.274], [-0.297, -0.722, 5.027], [-0.646, -0.336, 3.719], [0.221, -0.227, 2.739], [1.547, -0.496, 2.997], [3.356, 1.757, -2.261], [1.553, 2.823, -4.898], [-0.295, 1.955, -3.487], [3.794, 0.827, 0.050], [4.516, -0.651, 1.358], [5.258, -1.461, 3.568], [3.652, -1.650, 5.427], [1.308, -1.384, 6.259], [-1.061, -0.773, 5.790], [-1.680, -0.116, 3.473], [4.381, 1.714, -1.910], [-3.899, -2.375, 0.009], [-4.223, -1.422, -1.153], [-3.319, -0.207, -0.933], [-2.613, -0.458, 0.333], [-3.397, -1.438, 1.077], [-3.105, -3.073, -0.257], [-4.765, -2.949, 0.338], [-5.269, -1.121, -1.126], [-4.036, -1.880, -2.122], [-3.865, 0.725, -0.811], [-2.561, -0.057, -1.696], [-4.194, -0.898, 1.590], [-2.739, -1.896, 1.814], [1.724, -9.498, 0.034], [1.030, -8.707, -1.082], [2.000, -8.538, -2.249], [-0.182, -9.506, -1.577], [0.562, -7.351, -0.535], [-0.305, -7.310, 0.570], [-0.784, -6.116, 1.106], [-0.365, -4.954, 0.498], [-0.684, -3.633, 0.813], [0.019, -2.839, -0.135], [0.744, -3.684, -0.995], [0.478, -4.974, -0.573], [0.962, -6.144, -1.116], [2.088, -10.455, -0.349], [1.045, -9.716, 0.861], [2.580, -8.951, 0.439], [2.330, -9.519, -2.599], [2.893, -7.973, -1.967], [1.530, -8.032, -3.097], [0.137, -10.475, -1.972], [-0.708, -8.977, -2.376], [-0.898, -9.700, -0.774], [-0.623, -8.240, 1.025], [-1.452, -6.113, 1.958], [1.630, -6.109, -1.965]],
  "atomic_forces_ev_per_a": [[-1.16, 2.04, 1.17], [-0.13, -0.05, 0.07], [0.07, 0.05, -0.13], [-0.10, 0.02, 0.00], [0.09, 0.19, -0.42], [-1.01, -0.47, 0.87], [0.78, 0.60, -1.23], [0.77, -0.14, 0.59], [0.05, 0.25, -0.52], [0.17, -0.48, 0.47], [-0.58, 0.29, -0.58], [0.52, -0.11, 0.17], [-0.07, 0.09, -0.28], [-0.10, 0.02, 0.08], [-0.03, -0.03, 0.42], [0.20, -0.08, 0.14], [-0.14, 0.08, -0.21], [-0.04, -0.02, 0.17], [0.30, -0.16, -0.17], [-0.15, 0.05, -0.27], [0.06, 0.01, 0.04], [0.00, -0.03, 0.06], [0.01, -0.01, 0.01], [0.01, 0.12, -0.01], [-0.02, -0.01, 0.04], [-0.02, 0.00, -0.03], [-0.04, 0.01, -0.02], [-0.01, 0.01, -0.05], [0.03, -0.01, 0.01], [-0.01, -0.01, 0.03], [-0.05, 0.00, -0.01], [-0.09, -0.08, -0.06], [-0.05, 0.00, -0.09], [0.09, 0.03, 0.37], [0.23, -0.20, -0.03], [0.20, 0.33, -0.05], [0.00, 0.00, -0.01], [0.02, 0.03, -0.03], [0.00, 0.00, 0.01], [-0.02, -0.04, 0.03], [-0.11, 0.02, -0.01], [0.08, -0.07, -0.07], [-0.10, -0.04, 0.01], [0.03, -0.09, -0.03], [0.10, -0.07, 0.09], [-0.07, 0.13, 0.07], [0.12, 0.00, -0.12], [-0.13, -0.07, -0.03], [-0.05, 0.04, -0.01], [-0.02, 0.09, -0.01], [0.02, -0.31, -0.02], [-0.50, 0.30, 0.60], [0.28, -0.22, -0.35], [0.49, -2.20, -0.57], [-0.40, 0.00, 0.47], [0.47, 0.15, -0.62], [0.04, -0.24, 0.00], [-0.03, 0.06, -0.02], [0.03, 0.04, -0.05], [-0.05, 0.00, -0.05], [-0.03, 0.03, 0.04], [-0.05, -0.05, 0.03], [0.01, -0.03, 0.06], [0.02, 0.07, 0.03], [0.04, 0.01, 0.05], [0.05, 0.04, -0.03], [0.02, 0.06, -0.02], [0.02, 0.03, -0.03], [-0.05, 0.02, 0.04]],
  "relative_energy_kcal_mol": 9.6,
  "e_tot_ev": -57008.4272,
  "orbital_gap_ev": 6.95,
  "total_charge": 1
}

=====

Record 2
{
  "formula": "C19H53N2O8S8",
  "method": "wB97M-V/def2-TZVPD",
  "elements": ["C", "C", "S", "N", "N", "C", "C", "C", "O", "H", "H", "H", "H", "H", "H", "H", "H", "H", "H", "H", "C", "S", "O", "C", "H", "H", "H", "H", "H", "H", "C", "S", "O", "C", "H", "H", "H", "H", "H", "H", "C", "S", "O", "C", "H", "H", "H", "H", "H", "H", "C", "S", "O", "C", "H", "H", "H", "H", "H", "H", "C", "S", "O", "C", "H", "H", "H", "H", "H", "H", "C", "S", "O", "C", "H", "H", "H", "H", "H", "H", "C", "S", "O", "C", "H", "H", "H", "H", "H", "H"],
  "positions_angstrom": [[-4.410, -2.760, 0.543], [-4.593, -1.907, 1.583], [-3.319, -0.795, 2.129], [-4.128, 0.654, 2.377], [-2.720, -1.426, 3.566], [-1.784, -0.504, 4.249], [-3.753, -1.972, 4.465], [-4.828, -1.099, 5.078], [-3.719, -3.155, 4.685], [-4.985, -2.583, -0.360], [-3.696, -3.571, 0.626], [-5.527, -1.827, 2.124], [-4.760, 0.757, 1.579], [-4.710, 0.644, 3.212], [-2.264, 0.158, 4.962], [-1.104, -1.124, 4.822], [-1.161, 0.039, 3.552], [-5.306, -1.668, 5.859], [-5.588, -0.851, 4.343], [-4.383, -0.201, 5.497], [1.582, -1.845, 2.325], [1.856, -0.582, 3.575], [2.116, 0.699, 2.857], [3.433, -1.212, 4.146], [0.651, -1.617, 1.809], [2.406, -1.840, 1.612], [1.503, -2.819, 2.808], [4.139, -1.253, 3.316], [3.290, -2.205, 4.572], [3.812, -0.540, 4.913], [5.176, 2.455, 3.515], [6.613, 1.943, 2.569], [6.734, 0.465, 2.708], [7.839, 2.674, 3.658], [4.287, 2.058, 3.025], [5.237, 2.063, 4.531], [5.124, 3.544, 3.534], [7.735, 2.258, 4.661], [7.705, 3.756, 3.677], [8.825, 2.436, 3.265], [-2.971, -0.396, -3.462], [-3.023, -0.141, -1.692], [-4.465, -0.067, -1.276], [-2.385, 1.533, -1.713], [-3.366, -1.386, -3.678], [-3.577, 0.357, -3.964], [-1.937, -0.336, -3.803], [-3.028, 2.170, -2.320], [-1.374, 1.516, -2.115], [-2.362, 1.905, -0.690], [-7.322, 1.338, -4.589], [-6.089, 0.087, -4.961], [-5.160, 0.660, -5.973], [-7.204, -1.029, -5.818], [-6.825, 2.160, -4.079], [-7.770, 1.698, -5.515], [-8.084, 0.912, -3.938], [-7.662, -0.515, -6.663], [-7.970, -1.377, -5.124], [-6.625, -1.878, -6.175], [2.169, 2.744, 0.355], [1.291, 1.946, -0.991], [2.213, 0.958, -1.602], [1.253, 3.384, -2.073], [2.335, 2.002, 1.134], [3.126, 3.122, -0.008], [1.563, 3.560, 0.751], [2.271, 3.719, -2.272], [0.677, 4.180, -1.599], [0.775, 3.095, -3.007], [8.747, -2.053, 3.106], [7.958, -1.831, 4.700], [8.815, -0.914, 5.497], [8.264, -3.500, 5.301], [8.700, -1.103, 2.580], [9.787, -2.349, 3.250], [8.210, -2.813, 2.537], [9.335, -3.702, 5.303], [7.744, -4.215, 4.662], [7.876, -3.570, 6.315], [-2.597, 0.446, -7.814], [-1.787, -0.749, -8.880], [-0.664, -1.334, -8.102], [-1.081, 0.449, -10.019], [-3.077, -0.093, -7.002], [-1.858, 1.139, -7.409], [-3.355, 0.988, -8.379], [-0.441, 1.142, -9.472], [-1.884, 0.988, -10.522], [-0.490, -0.092, -10.754]],
  "atomic_forces_ev_per_a": [[0.08, 0.43, 0.49], [0.13, -0.06, 0.48], [0.85, -1.69, 0.17], [-0.49, -0.55, 0.27], [-0.82, 1.54, -0.05], [0.61, -0.70, 0.61], [-0.35, -1.92, 0.46], [0.73, 0.04, -0.20], [0.19, 1.11, -0.33], [-1.22, -1.23, 0.38], [1.29, 0.84, -0.97], [-0.67, 1.30, -0.99], [0.25, 0.34, -0.26], [0.01, 0.00, 0.03], [-0.22, 0.31, -0.20], [0.11, -0.14, 0.09], [-0.14, 0.21, -0.32], [-0.08, -0.15, 0.22], [-0.10, 0.14, -0.15], [-0.17, 0.26, 0.01], [0.01, -0.04, -0.09], [0.13, -0.21, 0.07], [-0.09, 0.02, 0.00], [0.14, -0.02, -0.02], [0.01, 0.05, 0.01], [0.01, 0.06, 0.01], [0.00, 0.02, 0.04], [-0.01, 0.09, -0.02], [-0.05, 0.01, 0.02], [-0.03, 0.03, -0.01], [-0.16, -0.03, 0.07], [0.06, 0.17, -0.09], [-0.09, -0.11, 0.08], [0.02, 0.01, 0.13], [0.03, -0.05, -0.02], [0.09, -0.02, -0.01], [0.05, 0.01, -0.03], [-0.01, -0.07, -0.03], [-0.01, 0.00, -0.05], [-0.02, -0.04, -0.04], [-0.04, 0.00, -0.10], [0.19, -0.04, -0.05], [0.03, 0.04, 0.20], [-0.10, 0.14, -0.01], [0.00, -0.02, 0.05], [0.02, 0.04, 0.00], [0.03, -0.03, 0.07], [-0.06, -0.09, -0.03], [0.02, -0.04, 0.04], [0.04, -0.05, 0.02], [-0.05, 0.11, -0.04], [-0.28, -0.15, 0.15], [0.01, 0.04, 0.03], [-0.03, -0.01, -0.12], [0.05, -0.03, 0.01], [0.04, -0.03, -0.03], [0.03, -0.03, 0.01], [0.03, 0.03, 0.00], [0.02, 0.01, 0.03], [0.05, 0.02, 0.02], [0.11, 0.04, 0.09], [0.07, 0.16, 0.15], [-0.03, -0.06, -0.04], [-0.03, 0.06, -0.06], [-0.07, -0.03, -0.05], [-0.02, -0.01, -0.09], [-0.03, -0.01, -0.02], [0.02, -0.05, 0.01], [-0.01, -0.01, 0.02], [0.01, -0.04, 0.00], [0.17, -0.02, -0.10], [-0.24, 0.02, -0.06], [0.05, 0.00, 0.01], [0.13, -0.07, 0.02], [-0.12, 0.03, 0.05], [-0.02, -0.02, 0.08], [-0.04, 0.01, 0.01], [0.01, 0.04, 0.00], [-0.02, 0.02, -0.01], [-0.01, 0.06, 0.00], [0.07, 0.10, 0.02], [-0.06, -0.01, -0.04], [0.03, 0.04, 0.06], [0.05, 0.09, -0.03], [-0.06, -0.03, -0.04], [0.06, -0.04, -0.05], [-0.05, -0.03, 0.02], [0.00, -0.04, 0.05], [-0.02, -0.03, 0.00], [-0.01, -0.05, 0.02]],
  "e_tot_ev": -126588.8280,
  "orbital_gap_ev": 5.13,
  "total_charge": 1
}

=====

Number 1: molecular weight 617.8 g/mol. Number 2: molecular weight 694.2 g/mol.